# 1
A 2-piece molecular cluster, C3H6FNO overall, computed with ωB97M-V/def2-TZVPD.

Structure (ORCA input):
```
! RIJCOSX wB97M-V def2-TZVPD def2/J DEFGRID3
* xyz 0 1
C -0.428 0.095 0.533
C 2.505 -0.731 -0.131
C -1.717 -0.055 -0.004
N -2.254 0.920 -0.627
O 0.187 1.271 0.383
F -2.347 -1.242 0.247
H 0.078 -0.649 1.120
H 2.205 -1.750 -0.274
H 2.908 -0.425 0.806
H 2.465 -0.057 -0.957
H -0.395 1.831 -0.157
H -3.207 0.794 -0.937
*
```

As for the frontier orbital gap (spin up / spin down): 8.4 / 8.3 eV. As for the total energy: -9459.8010 eV. The lowest unoccupied orbital energy (spin up / spin down) comes out at -0.0186 / 0.0057 Ha.


# 2
One molecule with the formula C3H6FNO at a distorted geometry, computed with ωB97M-V/def2-TZVPD.

Structure (ORCA input):
```
! RIJCOSX wB97M-V def2-TZVPD def2/J DEFGRID3
* xyz 0 1
N -0.519 0.070 -1.354
C 0.567 0.138 -0.413
C 0.320 -0.709 0.828
O -0.836 -1.453 0.865
C 0.238 0.782 0.906
F -1.012 1.340 1.008
H -0.884 0.990 -1.581
H -0.260 -0.421 -2.199
H 1.560 0.276 -0.817
H 1.145 -1.221 1.320
H -1.308 -1.182 0.017
H 0.988 1.387 1.418
*
```

As for the frontier orbital gap: 10.1 eV. As for the total energy: -9461.9108 eV. The lowest unoccupied orbital energy comes out at 0.0308 Ha. Its SMILES is N[C@@H]1[C@H](O)[C@@H]1F.


# 3
One molecule with the formula C3H6FOP at a distorted geometry, computed with ωB97M-V/def2-TZVPD.

Structure (ORCA input):
```
! RIJCOSX wB97M-V def2-TZVPD def2/J DEFGRID3
* xyz 0 3
C -0.016 -1.743 -1.351
C -0.358 -0.557 -0.822
C -0.097 -0.250 0.614
O -0.084 2.227 1.531
F 0.657 -1.197 1.222
P 0.889 1.459 0.402
H -0.265 -2.042 -2.293
H 0.731 -2.417 -0.788
H -0.845 0.275 -1.241
H -1.058 -0.068 1.040
H 0.553 2.465 2.192
H -0.107 1.849 -0.507
*
```

As for the frontier orbital gap (spin up / spin down): 5.9 / 7.7 eV. As for the total energy: -17255.9874 eV. The lowest unoccupied orbital energy (spin up / spin down) comes out at 0.0219 / -0.0813 Ha.


# 4
One molecule with the formula C3H6FOP at a distorted geometry, computed with ωB97M-V/def2-TZVPD.

Structure (ORCA input):
```
! RIJCOSX wB97M-V def2-TZVPD def2/J DEFGRID3
* xyz 0 3
C -1.748 -0.339 0.696
C -1.042 0.274 -0.178
C 0.245 -0.224 -1.091
O 1.865 0.945 0.633
F -1.200 1.628 -0.379
P 1.798 -0.503 -0.162
H -2.524 0.042 1.448
H -1.705 -1.369 0.854
H 0.424 0.715 -1.617
H 0.033 -1.031 -1.868
H 2.829 1.146 0.660
H 1.026 -1.285 1.004
*
```

As for the frontier orbital gap (spin up / spin down): 4.9 / 6.9 eV. As for the total energy: -17255.2590 eV. The lowest unoccupied orbital energy (spin up / spin down) comes out at 0.0176 / -0.1158 Ha.


# 5
A 2-piece molecular cluster, C3H6FP overall at a distorted geometry, computed with ωB97M-V/def2-TZVPD.

Structure (ORCA input):
```
! RIJCOSX wB97M-V def2-TZVPD def2/J DEFGRID3
* xyz 0 3
C 0.829 -0.016 -0.203
C 0.611 0.534 1.001
C 1.695 -0.069 -1.392
F -3.688 0.769 1.331
P -2.799 -0.431 0.440
H 1.370 1.329 1.280
H -0.217 0.286 1.661
H -3.609 -1.682 0.888
H 1.882 -1.186 -1.439
H 1.270 0.239 -2.376
H 2.655 0.227 -1.189
*
```

As for the frontier orbital gap (spin up / spin down): 8.7 / 8.3 eV. As for the total energy: -15209.8619 eV. The lowest unoccupied orbital energy (spin up / spin down) comes out at 0.0204 / -0.0466 Ha.


# 6
C3H6IN2 as an isolated structure at a distorted geometry, computed with ωB97M-V/def2-TZVPD.

Structure (ORCA input):
```
! RIJCOSX wB97M-V def2-TZVPD def2/J DEFGRID3
* xyz 1 1
C 0.012 -0.620 -1.251
C -0.615 0.381 0.901
C 0.937 0.123 0.793
N -1.294 -0.604 0.106
N 0.989 -0.027 -0.668
I -0.645 -1.198 -3.071
H -0.930 0.305 1.881
H -0.831 1.471 0.450
H 1.603 0.922 0.994
H 1.206 -0.651 1.428
H -2.178 -0.289 -0.261
H 1.749 0.186 -1.302
*
```

As for the frontier orbital gap: 9.1 eV. As for the total energy: -14279.2498 eV. The lowest unoccupied orbital energy comes out at -0.1858 Ha.


# 7
An isolated ion of composition C3H6IN2O and charge +1 at a distorted geometry, computed with ωB97M-V/def2-TZVPD.

Structure (ORCA input):
```
! RIJCOSX wB97M-V def2-TZVPD def2/J DEFGRID3
* xyz 1 1
N -0.284 1.222 1.134
C 0.046 0.401 -0.398
I 0.252 1.939 -1.882
C 1.130 -0.689 -0.299
N -0.056 -1.639 -0.517
C -1.033 -0.758 -0.587
O -2.212 -0.756 -0.765
H -1.163 1.765 0.993
H 0.551 1.864 1.390
H -0.272 0.755 2.128
H 1.762 -0.689 -1.141
H 1.475 -0.814 0.834
H -0.196 -2.603 -0.890
*
```

As for the frontier orbital gap: 9.8 eV. As for the total energy: -16327.6208 eV. The lowest unoccupied orbital energy comes out at -0.1551 Ha. Its SMILES is [NH3+][C@@]1(I)CNC1=O.


# 8
A 2-piece molecular cluster, C3H6IN5 overall at a distorted geometry, computed with ωB97M-V/def2-TZVPD.

Structure (ORCA input):
```
! RIJCOSX wB97M-V def2-TZVPD def2/J DEFGRID3
* xyz 0 1
C 0.216 -0.738 2.130
C -0.633 0.038 -1.305
C 1.218 0.446 0.280
N -0.721 -1.539 1.675
N 0.280 -0.786 3.459
N -1.313 -1.967 2.755
N -0.835 -1.487 3.844
N 0.631 -0.233 -0.786
I 0.884 2.453 0.773
H -1.409 -0.248 -0.566
H -0.722 1.091 -1.494
H -0.713 -0.658 -2.082
H 2.281 0.081 0.376
H 0.783 -1.123 -0.529
H 0.925 -0.516 4.148
*
```

As for the frontier orbital gap (spin up / spin down): 8.3 / 8.3 eV. As for the total energy: -18754.3106 eV. The lowest unoccupied orbital energy (spin up / spin down) comes out at -0.0138 / -0.0138 Ha.


| no. | molecular weight (u) |
| --- | --- |
| 1 | 91.1 |
| 2 | 91.1 |
| 3 | 108.1 |
| 4 | 108.1 |
| 5 | 92.1 |
| 6 | 197.0 |
| 7 | 213.0 |
| 8 | 239.0 |